This record from the Open Molecules 2025 dataset describes C4H7LiO2Sr as an isolated structure in a non-equilibrium geometry. The level of theory is ωB97M-V/def2-TZVPD.

Atoms and positions in Å:
H: -0.442 -1.153 2.349
C: 0.338 -0.575 -0.931
C: -0.403 -1.090 0.269
C: -1.287 0.074 0.059
C: -0.836 1.471 0.332
O: 0.463 1.394 0.757
O: 1.595 -0.324 -0.925
Li: 3.380 -0.540 -1.498
Sr: 2.549 1.327 0.386
H: -0.085 -0.820 -1.916
H: -1.038 -2.172 0.063
H: 0.341 -1.488 0.963
H: -2.211 -0.049 -0.510
H: -1.452 1.846 1.180
H: -0.912 2.101 -0.579

2S+1: 2
Frontier orbital gap (spin up / spin down) in hartree: 0.1231 / 0.1228
Charge: +1
<S²>: 0.7515
DFT total energy in Ha: -344.8588
HOMO energy (spin up / spin down) in eV: -9.24 / -9.24

Atomic partial charges in e from the Mulliken method, atoms 1 to 5: H 0.12; C -0.13; C -0.69; C -0.29; C -0.36